79
Properties=species:S:1:pos:R:3:lowdin_spin:R:1 method="wB97M-V/def2-TZVPD" homo_ev="-13.83 / -13.85" multiplicity=4 s_squared=3.77 total_charge=+2
C 0.721 -3.673 1.842 0.014
C 1.423 -2.603 1.221 0.006
C 2.382 -2.972 0.237 0.013
C 2.557 -4.322 -0.076 -0.003
N 1.875 -5.333 0.496 0.015
C 0.986 -4.986 1.447 -0.003
C 1.146 -1.242 1.519 0.058
C 1.179 -0.057 2.003 0.019
C 1.768 0.875 2.930 0.003
C 1.347 2.224 2.957 0.004
C 1.905 3.146 3.848 0.000
C 2.904 2.717 4.733 0.003
C 3.347 1.383 4.733 -0.001
C 2.781 0.472 3.838 0.002
Co -0.367 0.059 0.525 2.563
P -1.401 -1.403 -0.992 0.040
H 2.967 -2.200 -0.271 0.000
H -0.028 -3.459 2.610 0.000
H 3.292 -4.609 -0.842 0.000
H 0.442 -5.814 1.923 0.000
H 3.119 -0.568 3.831 0.000
H 0.565 2.527 2.254 0.002
H 4.127 1.065 5.431 0.000
H 1.570 4.188 3.857 0.000
C -2.747 -0.696 -2.092 0.010
C -3.065 -1.369 -3.433 0.002
H -2.444 0.354 -2.258 0.001
H -3.650 -0.642 -1.454 0.000
H -3.849 -0.803 -3.969 0.001
H -2.176 -1.398 -4.086 0.000
H -3.425 -2.402 -3.306 0.000
C -0.168 -2.176 -2.173 0.007
C -0.397 -3.590 -2.718 0.002
H 0.781 -2.155 -1.610 0.001
H -0.050 -1.448 -2.997 0.000
H 0.459 -3.890 -3.349 0.000
H -0.468 -4.327 -1.901 0.000
H -1.309 -3.665 -3.334 0.000
C -2.195 -2.856 -0.122 0.008
C -3.283 -3.684 -0.817 0.002
H -2.594 -2.428 0.813 0.001
H -1.345 -3.492 0.188 0.000
H -3.645 -4.477 -0.138 0.000
H -4.154 -3.061 -1.086 0.000
H -2.918 -4.174 -1.734 0.000
Br 3.676 3.961 5.957 0.001
P 0.756 1.682 -0.837 0.063
C 0.651 1.398 -2.691 0.010
C 0.935 2.533 -3.683 0.003
H -0.377 1.024 -2.851 0.001
H 1.313 0.533 -2.884 0.000
H 0.785 2.179 -4.720 0.001
H 0.249 3.384 -3.527 0.000
H 1.966 2.911 -3.606 0.000
C 0.247 3.483 -0.639 0.013
C 1.248 4.611 -0.921 0.004
H -0.097 3.558 0.407 0.001
H -0.667 3.594 -1.253 0.000
H 0.787 5.593 -0.705 0.001
H 2.140 4.519 -0.278 0.000
H 1.585 4.624 -1.970 0.000
C 2.594 1.673 -0.464 0.008
C 3.613 2.103 -1.526 0.002
H 2.795 0.631 -0.153 0.000
H 2.708 2.272 0.459 0.000
H 4.640 1.979 -1.136 0.001
H 3.533 1.485 -2.437 0.000
H 3.495 3.159 -1.820 0.000
Br -5.528 2.596 0.299 0.000
C -4.115 1.782 1.291 0.002
C -4.233 1.606 2.671 0.009
C -3.195 1.011 3.383 0.001
C -2.054 0.592 2.698 0.019
N -1.954 0.755 1.348 0.068
C -2.953 1.347 0.641 0.016
H -5.126 1.928 3.191 0.000
H -3.274 0.864 4.452 0.000
H -1.253 0.112 3.245 0.002
H -2.857 1.482 -0.420 0.002

***

79
Properties=species:S:1:pos:R:3:lowdin_spin:R:1 method="wB97M-V/def2-TZVPD" homo_ev="-18.23 / -18.22" multiplicity=5 relative_energy_ev=3.7610 s_squared=6.10 total_charge=+4
C -8.516 -2.691 3.066 0.097
C -7.700 -3.466 2.214 0.197
C -8.176 -4.728 1.846 0.119
C -9.447 -5.139 2.258 -0.004
N -10.199 -4.362 3.016 0.205
C -9.776 -3.179 3.434 -0.001
C -6.404 -3.025 1.690 0.054
C -5.415 -2.443 1.267 0.215
C -4.172 -1.876 0.987 0.045
C -4.032 -0.534 0.647 0.119
C -2.768 -0.009 0.387 0.060
C -1.742 -0.939 0.360 0.682
C -1.803 -2.320 0.961 0.084
C -3.144 -2.781 1.164 0.091
Pt -1.341 -2.500 -1.038 0.403
P -0.723 -0.539 -2.344 0.032
H -7.568 -5.381 1.227 0.002
H -8.191 -1.718 3.429 0.002
H -9.831 -6.112 1.951 -0.003
H -10.437 -2.588 4.072 -0.002
H -3.354 -3.803 1.452 0.006
H -4.938 0.073 0.616 0.008
H -0.991 -2.726 1.572 0.007
H -2.589 1.042 0.161 0.021
C 0.862 -0.224 -3.295 0.014
C 0.749 -0.171 -4.817 0.004
H 1.615 -0.967 -2.984 0.000
H 1.218 0.750 -2.907 0.000
H 1.712 0.131 -5.244 0.001
H 0.494 -1.136 -5.262 0.000
H 0.015 0.560 -5.163 0.000
C -1.855 -1.628 -3.322 0.024
C -3.238 -1.074 -3.640 0.013
H -2.096 -2.576 -2.701 0.013
H -1.298 -1.998 -4.192 -0.001
H -3.842 -1.914 -4.005 0.000
H -3.748 -0.681 -2.752 0.001
H -3.243 -0.300 -4.410 0.003
C -1.527 1.124 -2.381 0.018
C -1.527 1.868 -3.706 0.000
H -1.025 1.720 -1.592 0.020
H -2.546 0.970 -2.010 -0.001
H -2.152 2.758 -3.596 -0.001
H -0.530 2.211 -3.991 0.000
H -1.952 1.274 -4.519 0.001
Br -0.350 1.790 0.724 0.930
P 0.374 -4.051 -1.091 0.230
C 0.420 -3.851 -2.942 0.056
C 1.074 -4.741 -3.998 0.023
H 0.778 -2.810 -3.114 0.006
H -0.656 -3.838 -3.203 0.008
H 0.641 -4.448 -4.971 0.001
H 2.155 -4.572 -4.069 0.001
H 0.869 -5.805 -3.839 0.000
C 1.937 -3.708 -0.050 0.023
C 2.916 -4.828 0.380 0.012
H 1.600 -3.165 0.857 0.004
H 2.516 -2.955 -0.629 0.000
H 3.833 -4.364 0.786 0.001
H 2.490 -5.443 1.185 0.000
H 3.227 -5.495 -0.438 0.000
C -0.941 -5.176 -0.365 0.051
C -1.256 -6.574 -0.909 0.013
H -1.899 -4.581 -0.454 0.016
H -0.760 -5.223 0.719 0.001
H -2.036 -7.015 -0.268 0.002
H -1.674 -6.546 -1.922 0.000
H -0.392 -7.246 -0.898 0.001
Cl -1.088 0.209 5.222 0.002
C 0.094 -0.338 4.144 0.005
C 1.452 -0.301 4.429 0.001
C 2.349 -0.669 3.426 0.003
C 1.859 -1.145 2.206 0.003
N 0.567 -1.285 2.024 0.032
C -0.297 -0.784 2.882 0.024
H 1.763 0.087 5.389 0.000
H 3.420 -0.590 3.541 0.000
H 2.523 -1.408 1.367 0.000
H -1.310 -0.662 2.550 0.002

***

95
Properties=species:S:1:pos:R:3:mulliken_charge:R:1 method="wB97M-V/def2-TZVPD" homo_ev=-11.04 total_charge=+2
C -2.456 3.960 0.833 -1.314
C -1.404 4.138 1.606 -0.782
C -0.510 3.014 2.130 2.937
C -0.048 3.458 3.557 0.323
O -0.147 4.632 3.910 -0.637
O 0.470 2.631 4.314 -0.665
C -1.243 1.639 2.284 -2.110
C -0.420 0.379 1.887 0.278
C -1.377 -0.843 1.938 -0.071
C -2.244 -1.030 0.675 -1.015
F -2.258 -0.725 3.016 -0.375
C 0.370 0.485 0.568 -0.945
N 0.674 1.916 0.171 0.508
O -0.379 2.374 -0.653 0.394
C -0.056 2.551 -1.963 0.283
O 0.877 3.146 -2.385 -0.505
C -1.071 1.946 -2.934 1.302
C -0.929 0.673 -3.485 -1.919
C -1.948 0.215 -4.335 -0.880
C -3.061 0.995 -4.597 -0.676
C -3.179 2.272 -4.055 -0.619
C -2.175 2.744 -3.213 -0.370
C 0.801 2.830 1.360 -2.048
C 1.471 4.224 1.056 -0.978
C 3.009 4.310 1.441 -0.848
C 3.942 3.527 0.565 0.417
N 4.072 3.807 -0.810 -0.379
O 4.649 2.643 1.053 -0.663
H -2.672 2.966 0.420 -0.008
H -3.164 4.748 0.600 0.457
H -1.174 5.183 1.831 0.625
H -1.464 1.522 3.352 0.419
H -2.208 1.581 1.767 0.580
H 0.324 0.234 2.687 0.485
H -0.799 -1.734 2.151 0.542
H -1.759 -1.817 0.074 0.281
H -2.227 -0.120 0.040 0.078
H -3.270 -1.316 0.915 0.415
H 1.355 0.015 0.747 0.311
H -0.065 -0.049 -0.286 0.520
H 1.591 1.889 -0.285 0.721
H -0.029 0.058 -3.240 0.985
H -1.903 -0.785 -4.777 0.781
H -3.877 0.642 -5.228 0.493
H -4.037 2.919 -4.232 0.485
H -2.250 3.737 -2.766 0.539
H 1.499 2.317 2.049 0.752
H 1.005 4.962 1.723 0.412
H 1.302 4.543 0.019 0.505
H 3.250 5.384 1.312 0.517
H 3.145 4.083 2.504 0.416
H 4.427 2.944 -1.218 0.328
H 4.825 4.495 -0.894 0.338
C -3.610 5.518 4.102 -0.256
C -4.422 6.383 3.066 0.620
O -4.114 6.194 1.883 -0.463
O -5.243 7.119 3.592 -0.424
H -2.894 4.881 3.594 -0.149
H -3.078 6.179 4.783 0.298
H -4.302 4.898 4.669 0.328
Ca 1.006 1.196 -5.095 1.448
C 2.896 -3.547 4.244 0.596
F 4.018 -3.499 4.962 -0.215
F 2.076 -4.397 4.858 -0.229
F 2.327 -2.319 4.345 -0.218
S 3.222 -4.037 2.490 1.118
O 3.822 -5.335 2.596 -0.598
O 4.108 -3.002 1.995 -0.683
O 1.921 -4.036 1.835 -0.664
C -5.709 -5.989 -5.394 -1.109
C -5.903 -4.587 -5.932 -0.178
O -4.660 -3.855 -5.955 -0.346
C -3.835 -4.163 -6.948 0.693
O -4.027 -4.963 -7.815 -0.522
O -2.718 -3.424 -6.805 -0.260
C -1.699 -3.723 -7.760 -0.647
H -5.222 -5.960 -4.418 0.293
H -6.668 -6.497 -5.296 0.364
H -5.074 -6.580 -6.053 0.321
H -6.571 -4.033 -5.275 0.280
H -6.358 -4.596 -6.923 0.323
H -2.075 -3.661 -8.780 0.329
H -1.281 -4.711 -7.570 0.327
H -0.910 -2.981 -7.635 0.138
Mg 6.224 1.988 2.246 0.784
C 7.748 -4.421 4.981 -1.152
C 6.776 -5.579 5.004 0.935
O 6.052 -5.767 5.949 -0.516
C 6.754 -6.481 3.797 -1.089
H 7.658 -3.857 5.908 0.309
H 8.769 -4.794 4.894 0.389
H 7.517 -3.761 4.142 0.267
H 7.733 -6.945 3.661 0.399
H 6.481 -5.907 2.911 0.266
H 6.014 -7.264 3.946 0.271

***

80
Properties=species:S:1:pos:R:3:lowdin_spin:R:1 method="wB97M-V/def2-TZVPD" homo_ev="-9.30 / -10.64" multiplicity=5 relative_energy_ev=0.2332 s_squared=6.05 total_charge=+1
Ir 0.028 0.111 0.334 0.916
C 3.833 -0.784 2.024 0.000
C 3.714 0.495 1.198 0.001
C 3.520 1.734 2.072 0.000
P 2.350 0.318 -0.035 0.028
C 2.947 -0.919 -1.283 0.010
C 4.439 -0.912 -1.606 0.001
C 2.116 -0.756 -2.562 0.018
C 2.320 1.911 -0.907 0.063
C 3.409 2.478 -1.550 -0.006
C 3.258 3.615 -2.331 0.071
C 1.992 4.158 -2.508 -0.008
C 0.905 3.637 -1.835 0.061
C 1.060 2.548 -0.956 0.011
N 0.016 2.031 -0.187 0.352
C -1.103 2.821 0.111 0.010
C -1.024 4.199 0.358 0.050
C -2.166 4.931 0.620 -0.007
C -3.410 4.315 0.646 0.053
C -3.496 2.942 0.472 -0.004
C -2.356 2.188 0.234 0.045
P -2.309 0.372 0.188 0.025
C -3.530 -0.159 1.470 0.000
C -3.604 -1.686 1.499 0.000
C -3.204 0.407 2.851 0.000
C -3.052 -0.146 -1.428 0.012
C -2.225 0.476 -2.558 0.015
C -4.531 0.196 -1.590 0.002
H 4.712 -0.735 2.667 0.000
H 3.927 -1.671 1.392 0.000
H 2.952 -0.901 2.659 0.000
H 4.618 0.636 0.597 0.000
H 2.662 1.612 2.727 0.001
H 3.367 2.631 1.470 0.000
H 4.404 1.892 2.693 0.000
H 2.698 -1.882 -0.822 0.001
H 4.735 0.010 -2.107 0.000
H 4.647 -1.734 -2.294 0.001
H 5.062 -1.054 -0.723 0.000
H 2.482 0.090 -3.146 0.001
H 1.063 -0.569 -2.333 0.017
H 2.181 -1.653 -3.180 0.001
H 4.388 2.027 -1.451 -0.002
H 4.114 4.054 -2.827 0.004
H 1.848 4.997 -3.175 -0.002
H -0.078 4.049 -2.008 0.002
H -0.058 4.681 0.385 0.001
H -2.082 5.991 0.818 -0.001
H -4.302 4.895 0.839 0.003
H -4.460 2.457 0.555 -0.001
H -4.496 0.241 1.148 0.000
H -2.635 -2.109 1.773 0.000
H -3.907 -2.104 0.537 0.000
H -4.331 -2.004 2.247 0.000
H -2.268 0.001 3.225 0.000
H -3.998 0.137 3.550 0.000
H -3.118 1.493 2.837 0.000
H -2.932 -1.234 -1.456 0.000
H -2.409 1.551 -2.614 0.000
H -2.498 0.035 -3.518 0.000
H -1.152 0.327 -2.407 0.014
H -4.684 1.275 -1.560 0.000
H -5.153 -0.273 -0.828 0.000
H -4.874 -0.160 -2.563 0.001
Cl 0.278 0.489 2.789 0.202
N 0.165 -6.940 1.698 0.186
C -0.009 -6.194 0.568 0.353
S -0.131 -7.068 -0.916 0.914
C -0.043 -4.790 0.591 0.098
C -0.300 -4.034 -0.589 0.105
C -0.289 -2.673 -0.556 0.033
N -0.045 -1.952 0.568 0.171
C 0.168 -2.650 1.702 0.012
C 0.180 -4.015 1.760 0.101
H 0.127 -7.942 1.618 0.014
H -0.123 -6.558 2.584 0.010
H -0.524 -4.549 -1.515 0.023
H -0.494 -2.107 -1.456 0.010
H 0.339 -2.053 2.590 -0.001
H 0.381 -4.482 2.715 0.008

***

Copy entry 4 word for word.
80
Properties=species:S:1:pos:R:3:lowdin_spin:R:1 method="wB97M-V/def2-TZVPD" homo_ev="-9.30 / -10.64" multiplicity=5 relative_energy_ev=0.2332 s_squared=6.05 total_charge=+1
Ir 0.028 0.111 0.334 0.916
C 3.833 -0.784 2.024 0.000
C 3.714 0.495 1.198 0.001
C 3.520 1.734 2.072 0.000
P 2.350 0.318 -0.035 0.028
C 2.947 -0.919 -1.283 0.010
C 4.439 -0.912 -1.606 0.001
C 2.116 -0.756 -2.562 0.018
C 2.320 1.911 -0.907 0.063
C 3.409 2.478 -1.550 -0.006
C 3.258 3.615 -2.331 0.071
C 1.992 4.158 -2.508 -0.008
C 0.905 3.637 -1.835 0.061
C 1.060 2.548 -0.956 0.011
N 0.016 2.031 -0.187 0.352
C -1.103 2.821 0.111 0.010
C -1.024 4.199 0.358 0.050
C -2.166 4.931 0.620 -0.007
C -3.410 4.315 0.646 0.053
C -3.496 2.942 0.472 -0.004
C -2.356 2.188 0.234 0.045
P -2.309 0.372 0.188 0.025
C -3.530 -0.159 1.470 0.000
C -3.604 -1.686 1.499 0.000
C -3.204 0.407 2.851 0.000
C -3.052 -0.146 -1.428 0.012
C -2.225 0.476 -2.558 0.015
C -4.531 0.196 -1.590 0.002
H 4.712 -0.735 2.667 0.000
H 3.927 -1.671 1.392 0.000
H 2.952 -0.901 2.659 0.000
H 4.618 0.636 0.597 0.000
H 2.662 1.612 2.727 0.001
H 3.367 2.631 1.470 0.000
H 4.404 1.892 2.693 0.000
H 2.698 -1.882 -0.822 0.001
H 4.735 0.010 -2.107 0.000
H 4.647 -1.734 -2.294 0.001
H 5.062 -1.054 -0.723 0.000
H 2.482 0.090 -3.146 0.001
H 1.063 -0.569 -2.333 0.017
H 2.181 -1.653 -3.180 0.001
H 4.388 2.027 -1.451 -0.002
H 4.114 4.054 -2.827 0.004
H 1.848 4.997 -3.175 -0.002
H -0.078 4.049 -2.008 0.002
H -0.058 4.681 0.385 0.001
H -2.082 5.991 0.818 -0.001
H -4.302 4.895 0.839 0.003
H -4.460 2.457 0.555 -0.001
H -4.496 0.241 1.148 0.000
H -2.635 -2.109 1.773 0.000
H -3.907 -2.104 0.537 0.000
H -4.331 -2.004 2.247 0.000
H -2.268 0.001 3.225 0.000
H -3.998 0.137 3.550 0.000
H -3.118 1.493 2.837 0.000
H -2.932 -1.234 -1.456 0.000
H -2.409 1.551 -2.614 0.000
H -2.498 0.035 -3.518 0.000
H -1.152 0.327 -2.407 0.014
H -4.684 1.275 -1.560 0.000
H -5.153 -0.273 -0.828 0.000
H -4.874 -0.160 -2.563 0.001
Cl 0.278 0.489 2.789 0.202
N 0.165 -6.940 1.698 0.186
C -0.009 -6.194 0.568 0.353
S -0.131 -7.068 -0.916 0.914
C -0.043 -4.790 0.591 0.098
C -0.300 -4.034 -0.589 0.105
C -0.289 -2.673 -0.556 0.033
N -0.045 -1.952 0.568 0.171
C 0.168 -2.650 1.702 0.012
C 0.180 -4.015 1.760 0.101
H 0.127 -7.942 1.618 0.014
H -0.123 -6.558 2.584 0.010
H -0.524 -4.549 -1.515 0.023
H -0.494 -2.107 -1.456 0.010
H 0.339 -2.053 2.590 -0.001
H 0.381 -4.482 2.715 0.008